No. 1
Density functional theory data (ωB97M-V/def2-TZVPD) for an isolated molecule of C5H10N2O2S in a non-equilibrium geometry.

XYZ file:
```
20
Properties=species:S:1:pos:R:3:lowdin_charge:R:1
C 1.9574 0.2010 -0.0177 -0.628
C -0.3849 0.4724 0.8200 -0.387
C -2.5015 0.6395 -0.2243 -0.034
C -0.8461 -1.0031 -1.2034 -0.077
C 1.2185 -0.4385 1.1041 -0.508
N 2.1591 1.5081 0.2670 0.167
N -1.1353 0.0487 -0.2275 -0.137
O 2.2985 -0.3814 -1.0329 0.023
O -0.6615 1.3517 1.5960 0.056
S 1.2293 -2.1521 1.0656 0.856
H -3.1085 -0.0713 0.3863 0.101
H -2.6972 1.5999 0.1880 0.066
H -2.8947 0.5770 -1.3147 0.112
H -1.3572 -0.9211 -2.1744 0.088
H 0.2287 -1.0790 -1.3711 0.046
H -1.0049 -2.1054 -0.7819 0.108
H 1.3680 -0.1527 2.1713 0.100
H 1.7390 1.9623 1.0616 0.100
H 2.2781 2.1397 -0.5278 0.128
H 2.1153 -2.1957 0.2156 -0.181
```

Results
Molar mass   162.2 g/mol
Energy relative to the best compared isomer or geometry (same formula, charge and spin)   3.8 kcal/mol
Kohn-Sham gap   0.3448 Ha
Spin multiplicity   1
Max |F|   4.349 eV/A
SMILES   CN(C)C(=O)[C@@H](S)C(N)=O



No. 2
Density functional theory data (ωB97M-V/def2-TZVPD) for the ion C6H14N4O3 with charge +2 in a non-equilibrium geometry.

XYZ file:
```
27
Properties=species:S:1:pos:R:3:lowdin_charge:R:1
C 0.7132 0.2957 1.2019 -0.125
C -0.6270 0.4861 1.5529 -0.186
C -0.4079 -0.2308 -1.0953 -0.112
C -1.5525 0.9843 0.5241 -0.224
C 0.8529 0.3978 -0.2999 -0.374
C -0.1482 -1.0794 -2.3526 -0.147
N -1.5167 0.2204 -0.7318 0.161
N 1.7338 -0.3225 1.9635 0.138
N -2.8959 0.5961 1.0290 0.228
N 2.0795 -0.3091 -0.5755 0.261
O -1.0455 0.5232 2.8580 0.093
O 0.9778 1.7614 -0.6523 0.093
O 0.9265 -1.9550 -2.1680 -0.046
H -1.4586 2.0604 0.0907 0.225
H 0.1308 -0.3106 -3.2835 0.210
H -1.0804 -1.4391 -2.5965 0.104
H 1.3717 -0.5436 2.8987 0.130
H 2.6274 0.0911 2.0180 0.108
H -3.0185 0.6225 2.0881 0.194
H -3.1250 -0.4315 0.9382 0.213
H -3.6497 1.2305 0.7383 0.190
H 1.9884 -0.8802 -1.4540 0.146
H 2.2204 -0.9763 0.1720 0.150
H 2.9404 0.1889 -0.7252 0.190
H -0.4343 0.6338 3.5495 0.109
H 1.5834 2.0562 -1.3102 0.118
H 0.8087 -2.5330 -2.9468 0.153
```

Results
Molar mass   190.2 g/mol
Kohn-Sham gap   0.3426 Ha
Net charge   +2
Spin multiplicity   1
Max |F|   5.843 eV/A
SMILES   NC1=C(O)[C@H]([NH3+])N=C(CO)[C@@]1([NH3+])O



No. 3
Density functional theory data (ωB97M-V/def2-TZVPD) for a cluster of 5 separate species, C20H34BrF9N5O11S in total in a non-equilibrium geometry.

XYZ file:
```
81
Properties=species:S:1:pos:R:3:lowdin_charge:R:1
C -0.5226 1.4915 -4.6746 -0.210
C 0.1489 1.5583 -3.1781 -0.266
C 0.8093 0.1584 -2.6442 -0.562
Br 0.8228 -1.1295 -4.1713 0.754
C 0.1085 -0.4326 -1.2501 -0.391
S -1.5219 -1.3140 -1.5415 0.883
O -2.2375 -0.7026 -2.7859 -0.343
O -1.1260 -2.7741 -2.0050 -0.367
C -2.6080 -1.5589 -0.0435 -0.209
F -1.8455 -1.8016 1.2392 0.002
F -3.2707 -2.9058 -0.2719 -0.014
C -3.8769 -0.5418 0.1196 -0.091
F -4.7058 -0.4561 -1.1430 0.046
F -4.8091 -1.2591 1.0765 0.021
C -3.6040 0.9054 0.8019 -0.072
F -4.8323 1.1920 1.6420 0.009
F -2.4780 0.9951 1.7549 0.045
C -3.4908 2.1869 -0.2078 -0.138
F -3.0272 1.9023 -1.5756 0.051
F -4.8244 2.8475 -0.3230 0.052
F -2.5445 3.2226 0.3534 0.023
C 0.0878 0.7051 -0.0728 -0.087
C 1.5772 1.3502 0.2841 -0.377
C 1.8523 2.7916 -0.5195 -0.051
C 1.4570 1.8094 1.8891 -0.059
N 2.7284 0.3993 0.0912 -0.147
O 3.8343 0.7503 0.7686 -0.021
C 2.3668 -1.0505 0.2379 -0.398
C 2.0575 -1.5321 1.7973 -0.049
C 3.7346 -1.9090 -0.2016 -0.057
C 1.1665 -1.6089 -0.7154 -0.106
H -1.3793 0.7061 -4.8034 0.061
H -1.0353 2.5561 -4.8488 0.088
H 0.2871 1.4111 -5.5481 0.080
H 1.0277 2.3637 -3.2585 0.105
H -0.6201 2.0510 -2.4104 0.101
H 1.9573 0.3988 -2.4198 0.126
H -0.6549 1.5938 -0.2745 0.104
H -0.2208 0.1353 0.9300 0.107
H 2.4903 2.6398 -1.4898 0.081
H 2.3940 3.4952 0.2767 0.095
H 0.8097 3.3330 -0.7296 0.096
H 1.0573 0.9485 2.5791 0.080
H 2.4261 2.3406 2.2830 0.098
H 0.6063 2.6469 1.9014 0.103
H 2.7715 -0.9709 2.5633 0.110
H 0.9472 -1.3045 2.0878 0.065
H 2.2290 -2.7036 1.8554 0.104
H 3.4781 -2.9926 -0.5645 0.101
H 4.5137 -1.8541 0.6739 0.064
H 4.1918 -1.2839 -1.1086 0.109
H 0.4955 -2.3120 -0.0213 0.127
H 1.5573 -2.3006 -1.5783 0.113
C -5.8223 2.1912 4.3152 0.032
N -5.9579 3.5294 4.9510 -0.426
O -5.9908 4.5117 4.2007 0.054
O -6.0275 3.5560 6.1852 0.050
H -5.7726 2.3181 3.2316 0.071
H -4.9033 1.7384 4.6930 0.104
H -6.6990 1.6032 4.5947 0.105
C 6.6816 -4.8239 2.5863 0.042
N 6.0289 -3.7206 1.8312 -0.405
O 4.7929 -3.6850 1.8364 0.023
O 6.7757 -2.9213 1.2546 0.063
H 5.9082 -5.4470 3.0406 0.097
H 7.2756 -5.4028 1.8762 0.103
H 7.3115 -4.3701 3.3543 0.103
C 2.4223 6.3933 -2.0849 0.035
N 3.3289 5.5713 -2.9309 -0.418
O 2.8730 4.5183 -3.3916 0.032
O 4.4726 6.0063 -3.1087 0.060
H 1.4543 5.8928 -2.0145 0.090
H 2.8828 6.4828 -1.0989 0.102
H 2.3181 7.3687 -2.5648 0.102
C -3.6600 -5.9094 -0.4053 0.029
N -3.1665 -7.2533 -0.0003 -0.426
O -2.3234 -7.7898 -0.7286 0.054
O -3.6393 -7.7317 1.0373 0.045
H -3.1613 -5.6140 -1.3308 0.097
H -4.7388 -5.9862 -0.5560 0.104
H -3.4201 -5.2134 0.4012 0.088
```

Results
Molar mass   803.5 g/mol
Kohn-Sham gap (spin up / spin down)   0.2833 / 0.3160 Ha
Spin multiplicity   2
Max |F|   10.375 eV/A



No. 4
Density functional theory data (ωB97M-V/def2-TZVPD) for a structure of composition C34H30N5O3PtS in a non-equilibrium geometry.

XYZ file:
```
74
Properties=species:S:1:pos:R:3:lowdin_charge:R:1
Pt -0.5211 -0.4050 -0.0909 0.931
C 1.9303 -0.7140 -2.8376 -0.003
O 1.5610 0.0552 -1.6794 -0.145
C 2.4230 0.9731 -1.2209 -0.215
C 3.7269 1.1119 -1.6624 0.028
C 4.5172 2.1441 -1.1770 0.032
C 4.0237 3.0682 -0.2441 -0.018
C 2.7446 2.9388 0.2171 0.043
C 1.9207 1.8770 -0.2400 -0.162
N 0.6793 1.6747 0.2684 0.074
N 0.0971 2.6218 0.8536 0.140
C -0.8743 2.5990 1.7416 -0.059
C -1.2061 1.3335 2.4738 -0.314
O -0.5659 0.3117 2.2338 -0.029
C -2.2997 1.3820 3.4068 0.031
C -2.9986 2.5154 3.6023 0.048
C -2.7113 3.7410 2.8900 -0.140
C -3.4866 4.8786 3.0669 0.027
C -3.1970 6.0470 2.3678 0.014
C -2.1106 6.1007 1.4971 -0.017
C -1.3182 4.9882 1.3135 0.029
C -1.6183 3.7875 1.9865 -0.101
H 2.1406 -0.0546 -3.6793 0.120
H 1.0744 -1.3411 -3.0683 0.093
H 2.7976 -1.3433 -2.6372 0.107
H 4.1356 0.4291 -2.3928 0.127
H 5.5338 2.2410 -1.5357 0.139
H 4.6539 3.8692 0.1160 0.132
H 2.3418 3.6270 0.9479 0.129
H -2.5297 0.4727 3.9464 0.137
H -3.8131 2.5224 4.3171 0.142
H -4.3204 4.8496 3.7568 0.135
H -3.8148 6.9224 2.5174 0.133
H -1.8860 7.0195 0.9729 0.128
H -0.4563 5.0221 0.6606 0.123
C -4.2498 -4.0420 0.2941 0.007
N -2.8306 -4.2393 0.0411 -0.092
C -2.2591 -5.3891 -0.4591 0.017
C -0.9332 -5.1886 -0.5257 0.009
N -0.6809 -3.9023 -0.0461 0.034
C -1.8738 -3.3341 0.2929 -0.624
S -2.2154 -1.8168 0.9782 0.841
C 0.6109 -3.3776 0.1820 -0.206
C 1.7063 -4.2330 0.1725 0.046
C 2.9549 -3.7450 0.5105 0.015
C 3.0836 -2.4142 0.8803 0.000
C 1.9646 -1.6149 0.8236 -0.100
N 0.7566 -2.0750 0.4525 0.001
H -4.7804 -4.9534 0.0355 0.111
H -4.6303 -3.2186 -0.3103 0.096
H -4.4227 -3.8199 1.3456 0.104
H -2.8364 -6.2556 -0.7322 0.151
H -0.1771 -5.8664 -0.8736 0.134
H 1.5882 -5.2801 -0.0563 0.122
H 3.8108 -4.4064 0.5121 0.139
H 4.0273 -2.0083 1.2155 0.133
H 2.0118 -0.5732 1.1070 0.110
C -4.1168 2.1158 -1.0496 0.034
C -3.0922 1.0364 -1.1550 -0.316
O -2.0327 1.1741 -0.5135 -0.079
C -3.3561 -0.1227 -2.0235 -0.174
C -2.3155 -1.0003 -2.3268 -0.087
C -2.5084 -2.0910 -3.1471 -0.055
C -3.7747 -2.3238 -3.6806 -0.029
C -4.8259 -1.4672 -3.3837 -0.031
C -4.6192 -0.3645 -2.5712 0.008
H -3.7396 2.9328 -0.4385 0.089
H -5.0304 1.7261 -0.5969 0.114
H -4.3737 2.4884 -2.0417 0.117
H -1.3168 -0.7763 -1.9179 0.034
H -1.6864 -2.7494 -3.3998 0.113
H -3.9332 -3.1702 -4.3363 0.124
H -5.8091 -1.6570 -3.7924 0.126
H -5.4471 0.2984 -2.3600 0.124
```

Results
Molar mass   783.8 g/mol
Kohn-Sham gap (spin up / spin down)   0.1955 / 0.1955 Ha
Net charge   +3
Spin multiplicity   1
Max |F|   2.755 eV/A



Number 1: E -23256.506 eV. Number 2: E -18533.072 eV. Number 3: E -156573.139 eV. Number 4: E -63392.695 eV.